Computed, not measured: 13 unconnected molecules or ions with the total composition C75H187N13O22 in a non-equilibrium geometry, with ωB97M-V with the def2-TZVPD basis set.

Calculated values
* Kohn-Sham gap: 0.3045 Eh
* E: -145204.77620 eV
* lowest unoccupied orbital energy: 0.55 eV
* HOMO level: -7.74 eV

Positions of all 297 atoms, in Å:
1 C -1.55687 -3.22589 -3.73989
2 C -1.15742 -2.78016 -5.10600
3 C -1.63380 -1.27919 -5.42809
4 O -3.07498 -1.01724 -5.54081
5 C -3.70793 -1.81044 -6.53454
6 N 0.26294 -2.76771 -5.30372
7 H -2.63111 -3.06998 -3.64089
8 H -1.01224 -2.70631 -2.95153
9 H -1.43468 -4.29225 -3.55001
10 H -1.50268 -3.50040 -5.84771
11 H -1.18402 -0.91830 -6.35306
12 H -1.08686 -0.62115 -4.75286
13 H -4.76915 -1.56182 -6.54457
14 H -3.67084 -2.89924 -6.49942
15 H -3.33163 -1.59182 -7.53389
16 H 0.47042 -3.74952 -5.41818
17 H 0.66023 -2.27060 -6.08803
18 C -0.63548 -7.00811 4.19109
19 C 0.78383 -6.67395 3.73694
20 C 1.13609 -5.21182 3.92722
21 O 0.31316 -4.27566 3.16950
22 C 0.86988 -2.93208 3.16833
23 N 1.66234 -7.55699 4.49474
24 H -0.72411 -8.09449 4.19644
25 H -1.38130 -6.66854 3.47238
26 H -0.98990 -6.64178 5.15457
27 H 0.95221 -6.93793 2.69288
28 H 2.15542 -5.06601 3.56973
29 H 1.09555 -4.94862 4.98419
30 H 1.61295 -2.85981 2.37415
31 H 1.30415 -2.67636 4.13483
32 H 0.03813 -2.26439 2.94364
33 H 2.59659 -7.69551 4.13683
34 H 1.32939 -8.50955 4.53798
35 C -2.79659 5.12028 2.40829
36 C -2.57705 5.69217 3.81918
37 C -1.13745 5.54742 4.39205
38 O -0.88024 4.16136 4.46352
39 C 0.28793 3.86957 5.25113
40 N -2.83073 7.10811 3.66572
41 H -3.79577 5.28032 2.00316
42 H -2.68379 4.03761 2.35177
43 H -2.06832 5.45746 1.67071
44 H -3.24185 5.26589 4.57046
45 H -1.14418 5.95505 5.40294
46 H -0.39416 6.09999 3.81734
47 H 0.53807 2.81917 5.10216
48 H 0.05112 4.03162 6.30268
49 H 1.10197 4.51395 4.91914
50 H -3.70884 7.28402 3.19872
51 H -2.95445 7.59913 4.53962
52 C -3.94908 1.64599 4.71001
53 O -4.85867 2.64243 5.26836
54 C -6.21759 2.48597 5.04585
55 C -6.99527 3.77574 5.40904
56 N -8.43589 3.71895 5.25646
57 C -9.01724 3.65575 3.92353
58 C -10.49084 3.78024 3.81424
59 O -10.96633 4.97942 4.42587
60 C -12.32020 5.16761 4.42896
61 H -3.93717 0.69672 5.24559
62 H -2.91719 1.99710 4.71529
63 H -4.17990 1.36605 3.68216
64 H -6.63774 1.65485 5.61225
65 H -6.34417 2.33155 3.97429
66 H -6.63719 4.59801 4.78955
67 H -6.73799 4.15445 6.39822
68 H -9.01157 4.41544 5.70767
69 H -8.73521 2.72798 3.42574
70 H -8.55020 4.41766 3.29946
71 H -10.95638 2.95966 4.36015
72 H -10.88239 3.75674 2.79726
73 H -12.66451 5.25072 3.39811
74 H -12.58520 6.10256 4.92265
75 H -12.80004 4.33440 4.94239
76 C -5.66831 -5.65957 5.16502
77 O -4.72641 -5.10693 4.24515
78 C -4.82216 -3.70933 4.14597
79 C -3.80405 -3.15130 3.12757
80 N -4.09022 -3.75443 1.81950
81 C -3.09388 -3.25437 0.81942
82 C -3.20609 -3.98791 -0.52039
83 O -2.91432 -5.39412 -0.42225
84 C -1.62145 -5.85651 0.08185
85 H -5.72491 -5.14626 6.12492
86 H -5.45468 -6.72698 5.22061
87 H -6.61917 -5.54601 4.64438
88 H -4.60987 -3.22225 5.09770
89 H -5.85838 -3.47014 3.90692
90 H -2.79357 -3.36841 3.47383
91 H -3.81343 -2.07057 3.26915
92 H -3.90842 -4.74033 1.94216
93 H -2.08119 -3.30171 1.21979
94 H -3.32085 -2.20000 0.66170
95 H -2.51212 -3.60790 -1.27012
96 H -4.22110 -3.93991 -0.91479
97 H -1.65737 -6.93650 0.22481
98 H -1.53803 -5.40456 1.07022
99 H -0.79770 -5.55336 -0.56439
100 C 1.13605 1.52170 -5.83286
101 O 0.02752 2.18746 -5.19721
102 C -1.16930 2.15667 -6.02911
103 C -2.52765 2.50930 -5.35589
104 N -2.63834 3.92699 -5.10506
105 C -1.90280 4.30424 -3.91619
106 C -2.34896 5.69452 -3.49077
107 O -3.74514 5.69029 -3.15474
108 C -4.26313 7.02747 -3.06921
109 H 1.02052 1.53803 -6.91660
110 H 1.39515 0.48891 -5.59983
111 H 2.02288 2.10269 -5.57973
112 H -1.36386 1.20975 -6.53269
113 H -0.94662 2.86355 -6.82837
114 H -2.56999 1.88775 -4.46147
115 H -3.37459 2.20643 -5.97156
116 H -3.57719 4.27892 -4.98336
117 H -0.83346 4.31998 -4.12685
118 H -2.01077 3.60501 -3.08702
119 H -2.02927 6.39195 -4.26504
120 H -1.75459 6.02035 -2.63716
121 H -4.00147 7.60134 -2.18022
122 H -5.32967 6.83342 -2.95541
123 H -4.11407 7.56012 -4.00844
124 C -6.27478 2.86319 -3.56940
125 O -6.10646 1.42772 -3.65169
126 C -4.90483 1.04796 -2.82230
127 C -5.05436 -0.18238 -1.99516
128 N -6.00703 0.03632 -0.86839
129 C -5.96533 -1.02759 0.10109
130 C -6.93435 -0.67839 1.28020
131 O -8.23689 -0.88432 0.91251
132 C -9.25827 -0.71477 1.94942
133 H -5.49021 3.36521 -4.13555
134 H -6.31349 3.11518 -2.50963
135 H -7.23126 3.29040 -3.87061
136 H -4.59591 1.85642 -2.15968
137 H -4.11773 0.86605 -3.55406
138 H -4.13409 -0.51881 -1.51765
139 H -5.25260 -1.05909 -2.61175
140 H -6.96449 0.11203 -1.18085
141 H -4.95130 -1.12357 0.48920
142 H -6.12923 -2.03585 -0.27924
143 H -6.73472 0.36874 1.50772
144 H -6.62136 -1.36275 2.06873
145 H -10.24779 -0.63950 1.49855
146 H -9.13871 0.17433 2.56854
147 H -9.24293 -1.58563 2.60475
148 C 4.36940 -0.50529 0.07304
149 O 3.67548 -1.15363 1.17237
150 C 4.20730 -1.07775 2.51758
151 C 5.71197 -1.42627 2.64816
152 N 5.93083 -2.87602 2.54743
153 C 7.35671 -3.11804 2.48135
154 C 7.66321 -4.30557 1.49841
155 O 7.43885 -3.69453 0.20875
156 C 8.20726 -4.27442 -0.82233
157 H 4.53814 0.56389 0.20138
158 H 3.83699 -0.72078 -0.85335
159 H 5.34449 -0.99236 0.06499
160 H 3.59606 -1.75450 3.11465
161 H 4.07167 -0.11428 3.00894
162 H 6.09376 -1.07851 3.60805
163 H 6.32730 -0.87210 1.93938
164 H 5.66630 -3.07765 1.59377
165 H 7.80483 -3.32057 3.45412
166 H 7.95597 -2.31021 2.06136
167 H 6.92641 -5.08101 1.70797
168 H 8.70479 -4.53284 1.72549
169 H 9.27656 -4.31066 -0.61407
170 H 8.13340 -3.66801 -1.72505
171 H 7.91556 -5.31325 -0.97677
172 C 0.68520 -2.11213 -8.63299
173 O 1.82867 -2.50695 -7.91233
174 C 2.53856 -3.62042 -8.49313
175 C 3.89110 -3.91668 -7.70336
176 N 5.01617 -3.03544 -8.00807
177 C 4.75064 -1.68793 -7.59099
178 C 4.54226 -1.59683 -6.04289
179 O 4.40277 -0.23795 -5.65153
180 C 4.39319 0.03369 -4.23680
181 H 1.06660 -1.81715 -9.61055
182 H 0.18321 -1.30916 -8.09323
183 H 0.01824 -2.96816 -8.73538
184 H 2.81132 -3.34730 -9.51250
185 H 1.86124 -4.47442 -8.49758
186 H 4.19885 -4.89932 -8.06088
187 H 3.69479 -4.02309 -6.63648
188 H 5.86574 -3.26473 -7.51235
189 H 3.96293 -1.16122 -8.12968
190 H 5.58596 -1.05634 -7.89340
191 H 5.40541 -2.02832 -5.53603
192 H 3.61645 -2.08373 -5.73647
193 H 5.44036 0.06856 -3.93627
194 H 3.79239 -0.67431 -3.66594
195 H 3.94706 0.99733 -3.99089
196 C 0.97240 6.30360 1.41492
197 O 1.40633 6.10796 0.08755
198 C 0.83331 6.87184 -0.87227
199 C 1.18682 6.27241 -2.20671
200 N 2.60883 6.38702 -2.44215
201 C 3.09443 5.75211 -3.69932
202 C 2.79176 4.24225 -3.82001
203 O 3.61454 3.25955 -3.10178
204 C 3.44828 3.31976 -1.69557
205 H 1.40777 7.21393 1.82704
206 H 1.35549 5.44781 1.97077
207 H -0.10746 6.26888 1.55914
208 H 1.07544 7.93309 -0.81564
209 H -0.24768 6.73482 -0.84411
210 H 0.62171 6.79827 -2.97627
211 H 0.83306 5.24199 -2.24118
212 H 3.10072 6.09194 -1.61085
213 H 4.15718 5.99094 -3.65906
214 H 2.69864 6.18608 -4.61754
215 H 3.07030 3.97330 -4.83892
216 H 1.73840 3.97109 -3.74928
217 H 3.99311 2.50985 -1.21047
218 H 2.41133 3.22515 -1.37325
219 H 3.85596 4.26324 -1.33262
220 C 1.56434 -3.83283 -1.45405
221 O 2.08221 -5.12364 -1.00934
222 C 2.71493 -5.05081 0.23316
223 C 3.28879 -6.44518 0.43359
224 N 4.19051 -6.49285 1.62384
225 C 4.78949 -7.79379 1.74599
226 C 5.45575 -8.00042 3.14210
227 O 4.60585 -7.76948 4.26770
228 C 5.15710 -7.93931 5.53975
229 H 1.19016 -4.02733 -2.45917
230 H 2.36899 -3.09945 -1.50688
231 H 0.79142 -3.37616 -0.83586
232 H 2.07102 -4.81836 1.08136
233 H 3.46943 -4.26448 0.25573
234 H 3.71793 -6.80501 -0.50153
235 H 2.46413 -7.14778 0.55353
236 H 3.69160 -6.23787 2.46418
237 H 5.54594 -7.93847 0.97465
238 H 4.05173 -8.58923 1.64060
239 H 6.40755 -7.49198 3.29591
240 H 5.74653 -9.04793 3.22129
241 H 5.40138 -8.96890 5.80122
242 H 4.45289 -7.56765 6.28411
243 H 6.00422 -7.26430 5.66160
244 C 5.63226 6.19863 0.27216
245 O 5.78568 5.18188 1.25316
246 C 4.65889 4.43873 1.68520
247 C 5.12055 3.56098 2.92080
248 N 6.13394 2.60543 2.52933
249 C 6.84626 2.05734 3.70159
250 C 8.17158 1.51127 3.12993
251 O 8.98116 1.05107 4.24293
252 C 8.52729 -0.03495 5.05321
253 H 6.65629 6.45749 0.00302
254 H 5.09672 7.08377 0.61541
255 H 5.18676 5.77168 -0.62636
256 H 3.97118 5.17280 2.10508
257 H 4.22704 3.82021 0.89841
258 H 5.44944 4.12380 3.79440
259 H 4.31650 2.87197 3.17939
260 H 6.77205 3.00770 1.85770
261 H 7.09273 2.86809 4.38717
262 H 6.23930 1.37160 4.29274
263 H 8.06255 0.66880 2.44696
264 H 8.69941 2.24202 2.51715
265 H 7.84729 0.42766 5.76853
266 H 9.43347 -0.37030 5.55767
267 H 8.06278 -0.86590 4.52232
268 C -1.24869 -0.46641 -1.13383
269 C 0.06380 0.35732 -1.11301
270 C -0.11799 1.83067 -1.69192
271 C -0.66951 2.76269 -0.64542
272 C 0.06282 2.72454 0.63625
273 C 0.14874 1.35503 1.27887
274 N 0.65496 0.42302 0.22285
275 O 0.96464 -0.80121 0.66526
276 C 1.25607 1.51491 2.33713
277 C -1.26841 1.07070 1.87738
278 C 1.15532 -0.23340 -2.07827
279 H -1.54916 -0.53438 -2.17939
280 H -2.06270 0.01604 -0.59279
281 H -1.13021 -1.52071 -0.88382
282 H 0.87245 2.18498 -1.97757
283 H -0.64725 1.80721 -2.64452
284 H -1.75131 2.71498 -0.52086
285 H -0.60835 3.78926 -1.00672
286 H -0.43770 3.46264 1.26298
287 H 0.99490 3.24858 0.42482
288 H 1.08632 2.42769 2.90820
289 H 1.24648 0.65475 3.00656
290 H 2.20569 1.67314 1.82596
291 H -1.29881 0.02193 2.17280
292 H -1.43013 1.66633 2.77581
293 H -2.15307 1.16682 1.24790
294 H 1.42358 -1.24693 -1.78013
295 H 2.07709 0.34160 -1.98983
296 H 0.84702 -0.18412 -3.12260
297 H 1.91527 -0.89100 0.56606

Force components x, y, z for each atom (eV/Å):
-0.5578 -0.2398 0.5659
-0.6810 2.0869 -1.6042
-0.4875 -1.2529 -0.6508
1.4891 -0.9789 0.7742
-0.3613 0.3842 -0.6710
1.2833 -0.5626 1.1326
-0.1036 0.2436 0.2452
-0.0584 0.2366 -0.1016
0.3074 -0.1631 -0.2685
-1.1095 0.2224 -0.1081
0.0134 -0.6291 -0.6747
-0.9132 0.1520 0.9063
0.0719 0.2372 0.2246
0.4251 -0.1353 0.9148
0.2670 0.3780 -0.1974
0.8998 0.0404 -0.0734
-0.3921 -0.0576 -0.1780
-0.6530 -0.2517 -0.9820
-0.5303 -0.6274 0.1364
0.2004 1.0231 -0.5245
0.4377 -0.4068 0.6444
-0.6792 -1.2510 -0.2152
0.7595 -0.0204 0.9640
-0.1199 -0.0998 0.1093
0.0426 0.1810 -0.1270
0.6499 0.1798 0.1488
-0.6964 0.3408 -0.5364
0.4227 0.0302 0.1753
0.0045 -0.0175 0.1974
0.1580 0.1514 0.0312
0.0382 -0.0168 0.1171
0.1402 0.0298 -0.0303
0.2800 0.7046 -0.1802
-0.6661 0.1302 0.0331
0.4005 -1.3406 0.1284
0.5487 0.4631 -0.5541
-1.3719 -0.6992 -0.1986
0.8847 -0.3403 0.1209
-0.9885 0.1174 -0.5700
-0.2082 1.3125 0.1254
-0.0871 0.4431 0.2529
0.0458 -0.2168 0.4453
-0.0023 0.5482 0.1751
-0.1482 -0.5589 -0.1964
0.0081 0.2667 0.2470
0.0866 -0.0528 -0.2819
0.0064 0.1075 -0.0493
0.1973 0.1360 0.1661
0.2756 -0.0434 0.1537
-0.0543 -0.2338 -0.3459
0.3262 -0.0849 0.3889
-0.7527 0.1970 0.1519
2.1536 -0.2124 0.1439
-1.0150 0.2355 -0.4458
0.2097 1.1228 -0.3556
-1.7453 -1.1837 0.1700
1.9677 0.0537 -0.9344
-1.6725 0.2505 1.2004
2.5043 0.4510 0.3812
-0.8736 -0.1634 -0.3636
-0.3802 0.0193 0.5039
-0.2744 0.5868 0.2055
-0.3589 0.3719 -0.2707
-0.0905 -0.2746 0.0045
-0.4109 -0.3924 -0.2373
0.5630 0.0537 -0.5932
-0.1809 -0.5766 0.3329
0.8093 0.2089 0.7317
-0.0846 -0.3027 0.0357
0.0776 0.4845 -0.3536
-0.1489 -0.4097 0.0459
0.4318 -0.1563 -0.3590
-0.4798 -0.1719 -0.2034
0.2707 -0.0598 0.1529
-0.4617 -0.0917 -0.0107
-0.1317 0.1609 -1.6651
0.7783 -0.2482 0.6832
0.4862 0.3600 -0.0989
-0.8997 -1.2165 0.9782
1.1589 1.4045 -0.5621
-0.9978 -0.2983 0.0575
1.0459 -0.9665 0.6088
-0.0142 -1.0222 0.0291
-1.5389 1.4940 0.3029
0.3437 -0.0811 0.1235
0.0814 0.1744 0.3825
-0.5729 -0.1234 0.3997
0.0714 -0.0600 0.4588
-0.1430 0.3617 -0.4523
0.3265 -0.5422 0.1347
-0.5999 0.3285 -1.0314
-0.2028 -0.3272 -0.0350
0.3274 -0.0667 -0.0071
0.1487 0.0747 -0.1232
0.0243 0.6302 0.0652
-0.0026 -0.0011 0.0953
-0.2033 0.0983 -0.3863
0.6910 -0.0707 0.1434
0.0888 -0.0267 -0.0463
0.1808 1.0242 -0.3157
-0.8183 -1.4235 -0.1816
-0.2943 0.4644 -0.5369
1.1008 0.1327 -0.2356
0.3581 0.0998 0.4713
-0.0898 0.8662 0.1167
0.5779 -0.4965 0.6206
1.2165 1.0767 -0.4370
-1.2483 -1.3278 -0.1381
-0.0346 0.2238 -0.1831
-0.7534 -0.2722 0.6947
0.0232 -0.0066 -0.0465
0.5543 -0.4679 0.2920
-0.3374 0.2525 -0.1850
-0.1490 0.0037 0.4406
0.3181 -0.2069 -0.3441
-0.2761 -0.4709 -0.1199
0.1457 0.1239 -0.0671
-0.3435 -0.2520 0.2129
-0.7974 0.2694 -0.4905
-0.0317 -0.1077 0.4986
0.7415 -0.0778 -0.0474
-0.1824 0.3208 -0.1399
0.2465 0.2131 0.1231
-0.0177 -0.6027 0.7354
0.7256 0.3674 1.4191
-0.1950 0.4102 -1.4709
-1.4518 -0.5265 0.9971
0.6066 -0.2873 -0.9048
-0.4769 0.3510 1.0128
2.1948 -0.7730 -0.6222
-2.7571 0.2372 0.0768
0.9864 -0.3857 -0.6103
0.1551 0.1871 0.3128
0.7614 0.3635 0.1271
-0.2822 -0.9540 -0.8317
-0.2614 0.2958 -0.1460
0.1351 0.0593 0.0013
0.5037 0.7397 -0.0494
-0.7084 -0.1407 -0.3279
-0.0578 0.1424 -0.4343
0.0649 0.4518 0.3410
-0.6328 -0.2367 -0.2437
0.0085 0.1636 0.4433
-0.1313 0.1141 0.6418
0.2743 -0.1461 -0.3799
0.4503 0.2135 -0.1107
0.0319 -0.0849 0.0932
0.7550 -0.9323 1.3454
-0.1502 0.4427 -0.0020
0.9086 0.1743 -0.2525
-1.0692 -0.3193 0.3677
0.4986 1.0252 -0.6449
0.9567 -1.6168 -0.3497
-0.8189 2.5482 1.0363
0.6875 -0.6178 0.3281
0.1822 -0.2221 -0.0315
-0.3241 0.1314 0.2145
-0.1336 -0.0096 0.2361
0.2277 0.1791 -0.6368
0.1537 -0.3137 -0.2528
-0.1801 0.5810 -0.5697
-0.3508 -0.0482 0.2964
-0.0941 0.1538 -0.4009
-0.7296 -0.3757 -0.2470
-0.2426 -0.1679 0.2935
-0.1442 0.5367 -0.0961
0.2946 -0.4947 -0.2761
0.0643 -0.5907 -0.6552
0.2226 0.1760 0.4840
-0.4853 -0.1463 0.0224
-0.2462 -0.0689 -0.3808
0.8517 -0.6536 -0.2772
0.7415 -0.3803 0.8494
1.0665 1.2064 1.0002
-0.7658 -0.8085 -0.8864
-1.0228 0.5689 -0.4803
0.2481 1.6825 1.0106
-0.4046 1.1272 -0.3933
-0.3974 0.8014 0.1056
0.2834 -0.2594 -0.7502
-0.6391 0.3938 -0.3404
0.1496 0.0334 -0.1865
-0.3722 -0.0149 -0.1479
0.0203 -0.1370 -0.2829
0.2022 -0.3302 0.0420
-0.1299 -0.2275 0.0537
-0.2811 0.0890 0.1172
-0.0713 -0.8533 -0.0499
-0.5814 -0.6697 0.1411
0.5109 -0.0968 0.4173
0.1706 -0.3370 0.1077
0.0712 -0.4875 -0.0147
0.0012 -0.2377 0.5494
0.1907 -0.5336 -0.0491
0.0626 0.2219 -0.6680
0.5436 -0.4602 0.1065
1.0543 -1.2495 1.5678
-1.5998 0.1165 -1.5274
0.5243 0.3912 -0.2092
-0.4988 0.4123 -1.2984
0.0897 -0.7244 2.2306
1.5250 -0.9848 -0.8963
-0.8533 0.9676 0.1721
0.2315 0.2552 -0.0620
-0.1926 0.2205 0.1230
0.1491 0.0399 0.1249
-0.1644 0.3340 -0.4092
0.1745 0.1973 0.0655
-0.5516 0.4437 0.3766
0.0939 0.2149 -0.2243
-0.1739 -0.3232 0.2283
0.1743 -0.1870 -0.2610
0.2107 -0.5448 -0.4991
-0.3395 0.4546 0.2897
-0.1330 0.1266 -0.2518
-0.1631 0.2060 0.4320
0.1714 -0.1182 -0.2882
-0.1655 0.1715 -0.1067
-0.0458 -0.0546 0.2671
0.6465 -1.1633 -0.2707
-1.2590 1.7537 -0.3598
0.5804 -0.6822 0.2401
0.0993 0.2744 1.2004
-0.0530 0.2900 -1.6747
0.1786 0.0313 2.0106
0.4330 -1.0105 0.3424
-0.9131 0.3867 -1.2619
0.1876 0.7669 0.3896
-0.0807 0.2438 0.0749
0.3071 -0.0548 -0.0528
-0.2128 -0.4186 0.3629
-0.6922 0.0593 -0.0287
0.4733 -0.0049 -0.2105
0.8578 0.3158 0.1787
-0.4649 -0.0972 0.2639
-0.1529 -0.0692 0.0472
0.1291 -0.0087 0.0377
-0.2477 -0.3343 -0.1197
-0.0445 0.7386 -0.2705
0.0570 -0.4231 -0.3635
0.2080 -0.1580 -0.2631
-0.4010 -0.1840 -0.2480
0.5539 -0.2549 -0.0482
0.4012 -0.9757 -0.0027
0.5793 -0.2602 0.0644
0.8533 0.4162 2.0304
-0.5287 -0.6429 -1.9041
0.1380 -0.4956 0.3172
0.7497 0.9533 -2.1123
-0.4307 -1.7176 2.0617
0.7324 0.4384 -1.2437
0.2455 1.3647 -0.2436
-0.0921 0.2698 0.0497
-0.1973 -0.0678 0.1299
-0.3137 0.1927 -0.1230
-0.7308 -0.1682 -0.2640
-0.0845 0.0188 -0.0188
-0.2083 0.5763 -0.0530
-0.7617 0.6710 0.4451
0.2491 0.1949 0.2097
0.2661 0.2063 0.2624
-0.0231 -0.4269 -0.4353
-0.5949 -0.2272 -0.0493
0.2530 0.3649 0.7067
-0.2707 -0.6160 0.3404
-0.2179 -0.1723 0.1036
-0.0171 0.0724 -0.2253
0.4384 0.3060 -1.2311
0.2861 0.6941 -1.0463
0.1744 -1.2679 0.8975
-1.3272 0.9685 -1.4914
-0.0470 1.0918 -0.1922
-0.0484 0.6897 -0.8133
-0.1287 3.5495 -0.7357
-0.3880 -2.5361 1.1584
-0.7816 -0.3908 0.0549
0.7385 -1.1195 0.4642
-0.4562 -0.2013 0.9232
-0.2926 0.2454 -0.2362
0.1304 -0.1363 0.1697
0.1981 0.1405 0.6892
0.1447 -0.0856 0.1393
-0.3779 -0.1205 0.1774
-0.2601 -0.7645 0.1487
0.2975 0.3014 -0.2820
-0.1563 -0.3193 0.6846
0.7693 -0.6307 0.2594
-0.2746 -0.0596 0.1620
0.4465 -0.0108 0.0851
0.0935 -0.4375 -0.0037
0.0684 -0.2217 0.2732
0.1052 0.1539 0.0118
0.3838 0.4702 -0.4419
-0.2541 -0.1388 -0.3228
-0.0661 0.2988 0.0940
-0.1777 -0.2151 0.0160
0.4701 -0.1098 0.4541